# C2H8NO

2 unconnected molecules or ions with the total composition C2H8NO at a distorted geometry (wB97M-V/def2-TZVPD, OMol25).

As for the charge: 0. The spin multiplicity is 2. The HOMO energy (alpha / beta) is -0.193 / -0.347 hartree. As for the lowest unoccupied orbital energy (alpha / beta): 0.574 / 0.572 eV. The value obtained for the relative energy (zero: lowest compared OMol25 entry of this formula, charge and spin) is 12.2 kcal/mol. As for the expectation value of S²: 0.75. For the HOMO-LUMO gap (alpha / beta), the calculation gives 5.835 / 10.001 eV. The energy comes out at -5739.176 eV.

The geometry in XYZ format:
```
12
Properties=species:S:1:pos:R:3:mulliken_spin:R:1
C 0.6722 -1.3257 -0.6530 -0.004
C 1.3251 0.7586 0.4687 0.691
N 0.3499 -0.0285 -0.0798 0.258
H 1.6023 -1.6903 -0.2264 -0.001
H 0.7009 -1.1908 -1.7331 0.018
H -0.1470 -1.9803 -0.3637 0.006
H 2.3777 0.6238 0.2609 0.041
H 1.0696 1.7299 0.8593 0.023
H -0.6024 0.3032 0.0402 -0.033
H -2.4505 1.4603 -0.1085 0.000
H -2.6742 0.7051 1.1923 0.001
O -2.2235 0.6345 0.3431 0.001
```

# C2H8NO

2 unconnected molecules or ions with the total composition C2H8NO at a distorted geometry (wB97M-V/def2-TZVPD, OMol25).

As for the charge: +1. The HOMO energy is -0.623 hartree. As for the lowest unoccupied orbital energy: -4.922 eV. The value obtained for the relative energy (zero: lowest compared OMol25 entry of this formula, charge and spin) is 22.3 kcal/mol. For the HOMO-LUMO gap, the calculation gives 12.029 eV. The energy comes out at -5733.915 eV.

The geometry in XYZ format:
```
12
Properties=species:S:1:pos:R:3:lowdin_charge:R:1
C 0.1173 -1.5019 -0.4455 -0.022
C 0.7199 -0.0055 1.3191 0.177
N 0.3996 -0.2043 0.1016 -0.008
H 0.6829 -1.7186 -1.3513 0.110
H -0.9438 -1.7150 -0.5571 0.116
H 0.4697 -2.2867 0.2316 0.103
H 1.0237 -0.8912 1.8772 0.123
H 0.6938 0.9296 1.8632 0.129
H -0.1006 0.6557 -0.2834 0.101
H -1.5008 2.3136 -0.3362 0.075
H -0.8884 2.3370 -1.6703 0.107
O -0.6733 2.0874 -0.7487 -0.011
```

# C2H8NO

2 unconnected molecules or ions with the total composition C2H8NO at a distorted geometry (wB97M-V/def2-TZVPD, OMol25).

As for the charge: +1. The HOMO energy is -0.594 hartree. As for the lowest unoccupied orbital energy: -5.009 eV. The value obtained for the relative energy (zero: lowest compared OMol25 entry of this formula, charge and spin) is 17.4 kcal/mol. For the HOMO-LUMO gap, the calculation gives 11.161 eV. The energy comes out at -5734.127 eV.

The geometry in XYZ format:
```
12
Properties=species:S:1:pos:R:3:lowdin_charge:R:1
O 0.6115 -0.4081 2.8773 -0.011
H 1.4904 -0.5303 3.1958 0.054
H -0.0501 -0.6229 3.5107 0.051
H 0.6355 -0.6024 -2.2120 0.126
C -0.1282 0.1937 -2.1801 -0.010
C -0.2732 0.6268 -0.8342 -0.109
N -0.4163 -0.1326 0.1786 0.214
H 0.0817 1.0681 -2.7763 0.105
H -1.0818 -0.2364 -2.4826 0.129
H -0.5845 1.6698 -0.5513 0.181
H -0.0908 -1.1207 0.1320 0.173
H -0.1944 0.0948 1.1421 0.099
```

# C2H8NO

2 unconnected molecules or ions with the total composition C2H8NO at a distorted geometry (wB97M-V/def2-TZVPD, OMol25).

As for the charge: +2. The spin multiplicity is 2. The HOMO energy (alpha / beta) is -0.807 / -0.882 hartree. As for the lowest unoccupied orbital energy (alpha / beta): -9.891 / -13.704 eV. The value obtained for the relative energy (zero: lowest compared OMol25 entry of this formula, charge and spin) is 20.7 kcal/mol. As for the expectation value of S²: 0.75. For the HOMO-LUMO gap (alpha / beta), the calculation gives 12.074 / 10.302 eV. The energy comes out at -5719.675 eV.

The geometry in XYZ format:
```
12
Properties=species:S:1:pos:R:3:mulliken_spin:R:1
N 0.0422 1.3323 1.1832 0.001
H -0.2016 2.1383 0.5865 0.001
H 0.9398 1.7223 1.5622 0.000
H 0.0198 0.4724 0.6108 0.003
H -0.6648 1.3205 1.9394 0.000
C 1.0013 -1.2469 -0.7531 0.449
C -0.3358 -1.0273 -1.0154 0.302
O -1.2464 -0.5449 -0.1457 0.180
H 1.7075 -1.1913 -1.5913 0.028
H 1.5563 -1.3462 0.2198 0.021
H -0.7037 -0.8947 -2.0213 0.020
H -2.1147 -0.7348 -0.5751 -0.004
```